No. 1
Below is a 4-piece molecular cluster, C2H12O4 overall, with properties calculated with wB97M-V/def2-TZVPD.

Structure (ORCA input):
```
! RIJCOSX wB97M-V def2-TZVPD def2/J DEFGRID3
* xyz 0 1
C 23.223 -12.982 -11.682
O 24.571 -13.214 -11.480
H 22.913 -13.247 -12.693
H 22.689 -13.518 -10.898
H 22.855 -11.959 -11.597
H 24.633 -13.671 -10.639
C 28.234 -8.403 -13.513
O 28.569 -9.521 -12.675
H 27.280 -7.942 -13.255
H 29.007 -7.635 -13.490
H 28.236 -8.764 -14.542
H 27.780 -10.067 -12.696
O 26.129 -10.760 -12.733
H 25.482 -10.061 -12.631
H 25.697 -11.539 -12.384
O 23.742 -9.370 -12.571
H 23.462 -9.771 -13.394
H 22.927 -9.130 -12.131
*
```

For the HOMO energy, the calculation gives -9.28 eV. The calculated total energy comes out at -384.311164 Ha. As for the SMILES: CO.CO.O.O. The energy relative to the best compared isomer or geometry (same formula, charge and spin) comes out at 31.2 kcal per mole.

---

No. 2
Below is a 5-piece molecular cluster, C2H12O5 overall, with properties calculated with wB97M-V/def2-TZVPD.

Structure (ORCA input):
```
! RIJCOSX wB97M-V def2-TZVPD def2/J DEFGRID3
* xyz 0 1
O -0.523 -1.114 -0.770
C -1.882 -1.112 -0.174
C -2.085 0.178 0.455
H -1.789 -1.890 0.581
H -2.494 1.020 -0.079
H -1.851 0.123 1.509
H -2.579 -1.370 -0.974
H 1.178 0.498 1.503
H -0.270 0.766 1.204
O 0.512 1.227 1.400
H 2.120 -0.972 -1.889
H -0.344 -0.207 -1.138
O 1.675 -0.320 -1.304
H 0.759 1.233 -1.394
H 0.370 2.007 -0.160
O 0.161 1.967 -1.090
H 2.977 -0.737 1.558
H 1.877 -0.653 -0.301
O 2.187 -0.644 1.063
*
```

For the HOMO energy, the calculation gives -8.48 eV. The calculated total energy comes out at -459.357975 Ha. The energy relative to the best compared isomer or geometry (same formula, charge and spin) comes out at 147.9 kcal per mole.

---

No. 3
Below is a 5-piece molecular cluster, C2H12O5 overall, with properties calculated with wB97M-V/def2-TZVPD.

Structure (ORCA input):
```
! RIJCOSX wB97M-V def2-TZVPD def2/J DEFGRID3
* xyz 0 1
C 2.296 -1.146 0.311
C 3.327 -0.348 0.055
O 3.505 0.880 0.622
H 2.333 -2.163 -0.040
H 1.478 -0.782 0.914
H 4.145 -0.748 -0.513
H 2.992 0.893 1.436
O 0.939 3.075 0.884
H 0.652 2.735 1.749
H 1.901 3.133 1.024
O -2.780 3.096 -0.959
H -2.058 3.276 -1.581
H -3.090 4.011 -0.870
O -3.301 -3.512 -1.760
H -3.080 -4.441 -1.892
H -3.428 -3.140 -2.639
O -1.716 -1.623 1.409
H -1.703 -2.214 0.649
H -2.412 -0.983 1.201
*
```

For the HOMO energy, the calculation gives -9.12 eV. The calculated total energy comes out at -459.544645 Ha. As for the SMILES: C=CO.O.O.O.O. The energy relative to the best compared isomer or geometry (same formula, charge and spin) comes out at 30.8 kcal per mole.

---

No. 4
Below is one molecule with the formula C2H12Si4, with properties calculated with wB97M-V/def2-TZVPD.

Structure (ORCA input):
```
! RIJCOSX wB97M-V def2-TZVPD def2/J DEFGRID3
* xyz 0 1
C -0.490 -0.955 1.415
C -0.981 -0.983 -1.693
Si 3.664 0.563 0.350
Si -2.898 1.062 0.263
Si 1.470 1.103 -0.388
Si -0.825 0.156 -0.200
H 0.464 -0.701 1.813
H -1.256 -1.212 2.262
H -0.468 -1.924 0.993
H -1.787 -1.654 -1.390
H -1.289 -0.313 -2.551
H -0.053 -1.512 -1.893
H 4.428 1.174 1.660
H 4.124 -0.946 0.546
H -3.876 1.982 -0.474
H -2.933 1.749 1.604
H 1.723 2.719 -0.051
H 1.983 0.893 -1.785
*
```

For the HOMO energy (spin up / spin down), the calculation gives -7.97 / -7.61 eV. The calculated total energy comes out at -1241.159669 Ha. The energy relative to the best compared isomer or geometry (same formula, charge and spin) comes out at 74.5 kcal per mole.

---

Question: The highest calculated total energy belongs to which entry?
Answer: C2H12O4